1.
DFT (wB97M-V/def2-TZVPD) results for a 2-piece molecular cluster, C7H17BIO3 overall.

Atoms and positions in Å:
H1 -4.7204 0.3395 -5.4484
C1 -3.8323 1.2650 -1.9698
C2 4.6549 -1.4863 3.7606
H2 5.2278 -3.5440 3.5816
H3 0.6566 0.8283 2.2738
O1 2.1092 -1.1518 3.0442
H4 3.8612 -3.0852 2.5560
C3 2.9268 -0.3625 2.6441
H5 -1.7628 1.7696 -2.3712
C4 -2.3795 1.3924 -1.5598
H6 3.9395 -1.6252 4.5707
H7 -4.0927 2.2761 -2.3134
C5 1.3339 0.8262 1.4227
I1 -1.4421 -0.4440 -0.9366
O2 2.6971 0.6812 1.8608
H8 5.5052 -2.5857 2.1186
C6 -4.1372 0.3090 -3.1309
H9 5.6054 -1.1605 4.1804
H10 1.0460 0.0326 0.7383
H11 -3.1534 1.5128 -4.9380
H12 -3.3501 -0.4541 -3.1846
O3 4.2341 -0.3818 2.9440
B1 -4.2651 1.0899 -4.5769
C7 4.8200 -2.7532 2.9503
H13 -5.0344 2.0600 -4.4451
H14 -4.4345 1.0771 -1.0734
H15 -5.0640 -0.2338 -2.9144
H16 1.3002 1.7795 0.9046
H17 -2.2493 2.0290 -0.6881

Its total charge is -1. The calculation puts the calculated total energy at -825.20048 hartree. The HOMO-LUMO gap comes out at 0.26190 hartree. Its multiplicity is 1. The value obtained for the largest force on an atom is 0.345 eV Å⁻¹.



2.
DFT (wB97M-V/def2-TZVPD) results for C48H63N5O4RuS as an isolated structure.

Atoms and positions in Å:
O1 1.1866 -3.3312 1.3717
H1 -4.3509 -0.8725 -1.7280
H2 -2.3465 -5.8549 2.4810
Ru1 0.2543 -0.3081 -0.5538
C1 4.0920 1.5309 -2.9516
C2 -1.4833 -3.0119 0.8263
C3 -1.8655 5.8490 0.6205
H3 -0.0792 4.2512 -2.2802
H4 1.5717 -6.1571 -1.4146
H5 -1.9004 1.0024 -2.6466
N1 1.0264 0.2347 1.6122
C4 -2.5978 -2.0886 -1.3007
C5 3.5250 -0.2576 2.7573
H6 -1.8642 -3.2917 5.2487
H7 1.7027 3.7772 -0.6051
C6 -0.9908 3.2910 3.9347
C7 -0.0278 -4.7009 3.7224
N2 -1.6314 0.8999 0.5733
C8 -2.9245 -5.3885 0.4855
C9 -2.7857 5.7482 1.6451
C10 1.3289 2.6784 2.0411
H8 -1.4815 -2.7671 -3.0124
O2 7.4483 1.0647 -5.5088
H9 -2.0565 3.5756 -1.0567
H10 5.3492 2.2623 -4.4789
C11 0.8983 -2.9366 -2.2185
C12 5.0977 1.3972 -3.8762
O3 7.3970 -1.1220 -5.1557
C13 5.3135 -0.9277 -3.2806
C14 -1.0540 -3.6608 3.2732
H11 0.3723 -5.9682 -3.6818
H12 -4.0932 -1.1912 -0.0010
C15 4.3163 -0.7969 -2.3507
H13 0.4797 5.8809 -2.5933
H14 0.3463 -4.4511 4.7143
C16 -1.3909 4.0913 2.7083
C17 -4.0270 -1.6166 -1.0014
H15 -3.1694 -3.3059 -3.0212
H16 -1.1506 1.2798 3.1340
C18 2.7398 -1.2978 2.2910
C19 -2.8963 1.6349 0.5912
H17 0.4048 -5.0642 -0.6479
C20 -2.5462 2.8218 -1.6727
C21 -2.2938 -3.1983 -0.3174
H18 -2.7709 2.5714 1.1473
H19 -1.3024 1.3752 4.8802
H20 3.9870 -1.6341 -1.7551
H21 2.4349 -3.8413 -4.2461
C22 -3.4645 1.9841 -0.7870
H22 0.8010 -4.7098 3.0187
H23 -0.1522 2.5024 -0.9357
H24 -2.6487 1.8884 3.8608
H25 -2.7706 -1.6314 -3.3964
H26 -1.0605 5.0494 5.1987
C23 -0.7445 5.0325 0.5477
C24 -0.1595 5.2806 -1.9468
H27 -3.4308 -6.3300 0.3277
H28 -3.7284 1.0710 -1.3163
C25 1.5032 -1.0159 1.7216
H29 -3.5397 -4.5708 -1.3756
C26 0.2964 5.4397 -0.4893
C27 -2.9660 -4.3995 -0.4757
H30 -0.8097 3.5358 6.0637
H31 -3.6558 1.0382 1.1103
C28 -1.5919 -3.9462 1.8869
C29 -0.5691 4.0391 1.5404
H32 -0.4715 -5.6942 3.7552
C30 0.6658 -2.2184 1.2996
C31 -2.2918 -5.1251 1.6860
H33 -0.5635 -2.6814 3.2736
C32 -1.5004 2.0037 -2.4372
H34 4.4926 -0.4468 3.1991
H35 -2.0133 6.5976 -0.1491
C33 -1.5636 1.8704 3.9466
C34 -1.3484 4.0026 5.2415
H36 2.4006 5.3706 -0.9107
H37 -1.8890 -1.2469 -1.1291
H38 -3.6733 6.3689 1.6501
C35 -2.2195 -3.6019 4.2669
H39 -0.0940 -4.3712 -4.2765
H40 -2.4124 3.9328 5.4584
C36 5.7608 0.1693 -4.0328
H41 2.7920 -5.4206 -3.5355
H42 5.8061 -1.8745 -3.4414
C37 1.3335 -5.1116 -1.2142
H43 1.9910 4.8864 0.7355
H44 -1.3149 2.4876 -3.4070
C38 -2.5006 -2.4837 -2.7735
H45 -0.8882 1.5433 0.8964
H46 3.5573 1.8910 3.0081
N3 0.2287 2.9461 1.3677
C39 0.6450 -1.7586 -2.0167
H47 3.5958 2.4796 -2.8159
C40 2.5252 -4.3882 -3.3098
H48 -3.1662 3.3484 -2.4024
H49 6.9919 1.8608 -5.2140
H50 -3.1841 4.8972 3.5564
N4 -0.6040 -1.9471 0.9401
H51 3.3286 -3.9425 -2.7299
C41 1.2050 -4.3350 -2.5288
C42 3.7166 0.4525 -2.1396
C43 -2.5077 4.9057 2.7136
H52 0.0987 3.2091 3.9155
H53 -0.8374 -5.0240 -2.8047
H54 -4.7142 -2.4614 -1.0579
H55 -2.9717 -2.8921 3.9272
C44 3.0280 1.0244 2.6469
C45 6.9050 -0.0421 -4.9244
O4 2.0155 3.5242 2.6355
H56 -1.1888 5.6073 -2.0807
H57 0.4095 6.5219 -0.3258
C46 1.7863 1.2425 2.0542
N5 -0.2388 1.8427 -1.7102
H58 0.5604 1.9646 -2.3287
H59 2.1125 -4.6845 -0.5880
H60 -1.6674 0.1407 1.2519
C47 0.0871 -4.9596 -3.3775
H61 -4.3872 2.5447 -0.6054
H62 -2.6898 -4.5780 4.3656
C48 1.6787 4.8240 -0.3048
H63 3.0438 -2.3301 2.3481
S1 2.6437 0.7252 -0.8175

Its total charge is -1. The calculation puts the calculated total energy at -2934.69643 hartree. The HOMO-LUMO gap (alpha / beta) comes out at 0.21251 / 0.23873 hartree. Its multiplicity is 2. The value obtained for the largest force on an atom is 2.200 eV Å⁻¹.



3.
DFT (wB97M-V/def2-TZVPD) results for a 8-piece molecular cluster, C58H126N6O10 overall.

Atoms and positions in Å:
H1 -12.9134 -14.9465 -2.6648
C1 -10.7739 -8.0736 -4.1228
C2 -13.4550 -17.0977 2.0632
H2 -15.8620 -16.2398 -6.7227
H3 -14.5493 -11.6853 -2.9069
H4 -14.5154 -14.5424 -2.0454
H5 -13.7213 -6.8903 1.6449
H6 -11.1135 -7.0914 -4.4506
C3 -9.0716 -7.6489 -8.5894
C4 -14.8456 -5.8661 6.1624
C5 -18.2618 -6.9092 -4.9691
O1 -18.6573 -7.8686 -5.9469
C6 -16.0082 -13.5818 -6.5670
C7 -19.1326 -6.9960 -3.7008
O2 -17.6161 -14.7158 0.2044
H7 -12.8199 -14.0352 -0.2512
C8 -14.8844 -15.7889 -6.8918
C9 -16.6142 -4.9310 7.6052
C10 -11.3958 -7.6638 -7.9208
H8 -15.8836 -11.5354 -0.6792
H9 -18.4365 -5.9217 -5.3956
H10 -16.8701 -14.9279 0.7744
H11 -10.6307 -5.9796 -0.0004
H12 -15.1683 -11.6867 -4.5150
H13 -10.5000 -5.3796 -7.3054
C11 -12.3437 -18.1184 1.7299
H14 -17.2038 -7.0807 -4.7586
H15 -7.7693 -8.5945 -6.1607
O3 -8.4632 -8.1320 -5.6783
H16 -17.3576 -3.9107 2.6829
H17 -12.8372 -9.3580 -5.2906
H18 -11.4384 -8.5366 -8.5755
H19 -16.6200 -6.8348 -1.6985
H20 -11.5581 -9.0594 0.4338
C12 -10.4711 -5.9064 -1.0759
H21 -16.7768 -9.3117 -0.4210
H22 -15.5260 -6.0028 -0.6403
H23 -9.4721 -6.1834 -1.4067
C13 -12.4498 -2.6824 -0.6888
H24 -8.0060 -7.5543 -8.3748
H25 -9.0524 -10.4424 -4.6907
O4 -13.1298 -4.8486 -1.4019
H26 -15.8680 -5.1116 8.3760
C14 -15.1711 -10.7052 -0.6974
H27 -11.7057 -4.8121 -3.4636
C15 -14.0544 -7.9743 -2.0329
C16 -12.4989 -14.7605 1.7099
H28 -14.7192 -3.1831 6.8491
C17 -12.0061 -9.1542 -5.9719
C18 -14.4782 -6.2744 4.7278
H29 -13.9413 -5.5050 4.1619
H30 -11.5348 -16.4458 3.5396
N1 -14.5986 -14.5619 -4.7678
H31 -15.0749 -6.7197 6.7960
H32 -15.3564 -10.8251 1.5089
C19 -12.7998 -12.8625 -4.5756
C20 -14.4353 -16.8740 0.9198
C21 -11.3262 -1.8642 -0.0777
H33 -16.0201 -12.6072 -6.0818
H34 -11.0471 -2.3166 0.8828
H35 -12.1674 -12.5897 1.8418
H36 -14.9860 -16.9124 3.5495
H37 -14.4332 -3.3145 0.0912
H38 -12.5458 -7.0469 -6.1907
H39 -13.7069 -13.5788 -7.8257
O5 -18.3971 -12.5163 -1.7053
O6 -13.5491 -7.0807 0.7137
H40 -12.5049 -9.6663 -0.9340
H41 -14.7576 -3.3875 5.1272
C22 -9.9878 -7.4821 -7.3653
C23 -15.8609 -9.3864 -1.0065
H42 -15.9811 -13.3347 -7.6352
H43 -18.0140 -6.8687 2.4910
H44 -11.1739 -6.6187 -1.5145
H45 -10.1166 -11.1389 -5.7524
H46 -15.3897 -16.4261 1.2120
H47 -8.8014 -3.6257 -1.6659
H48 -18.8994 -6.1026 -3.1211
H49 -9.2134 -1.5083 -0.3880
H50 -14.5355 -7.4038 -2.8292
H51 -20.1854 -7.0025 -3.9936
H52 -14.0063 -1.6130 0.3636
O7 -18.8421 -8.1707 -2.9537
O8 -15.6509 -15.2910 -4.1943
H53 -9.9590 -4.8311 -3.4550
H54 -11.9876 -12.2851 -6.4355
H55 -13.1810 -13.3847 -1.9344
H56 -18.3222 -7.2601 4.1224
H57 -18.5730 -8.7630 -5.6070
H58 -11.6538 -18.1653 2.5742
H59 -14.3046 -14.0215 0.7509
H60 -13.6069 -13.1991 2.6559
H61 -12.8221 -19.0970 1.7134
H62 -10.1813 -1.5832 -1.8443
C24 -12.9129 -2.0180 -2.0040
H63 -13.0385 -16.3791 -0.6713
H64 -9.2634 -8.5999 -9.0871
H65 -12.0232 -10.0420 -6.6092
H66 -9.3548 -6.8494 -9.2781
H67 -16.6661 -7.1800 0.0049
H68 -16.2634 -13.9514 -1.2229
C25 -12.5570 -13.4122 2.4460
H69 -13.7293 -7.0740 4.7385
C26 -10.1099 -10.3800 -4.9612
C27 -13.4128 -14.5888 0.4770
H70 -18.7866 -12.3950 -0.8339
N2 -12.0543 -4.0677 -0.8800
C28 -16.8269 -5.6897 3.8854
H71 -14.9365 -18.5172 2.7812
H72 -15.2383 -16.0835 -3.8334
C29 -16.5349 -4.6058 2.8422
C30 -10.0112 -2.0677 -0.8780
C31 -14.6071 -10.6651 0.7237
H73 -18.0148 -14.0795 -2.9952
C32 -14.0500 -13.5153 -3.9077
H74 -14.1657 -16.4667 -6.4238
C33 -12.9699 -12.5672 -6.0537
H75 -16.1847 -2.6866 5.9845
H76 -10.9530 -16.0164 0.8119
H77 -9.3963 -3.9279 -0.0083
C34 -15.0062 -12.3389 -3.6583
H78 -14.6862 -17.8481 0.4939
H79 -11.5304 -0.8057 0.0588
H80 -9.9341 -5.9184 -5.7925
H81 -8.6974 -5.7705 -7.0678
H82 -12.5740 -11.9041 -4.1054
N3 -17.0209 -5.1443 5.2335
H83 -11.9426 -13.5264 -4.4363
C35 -9.6633 -3.5609 -1.0032
H84 -11.5709 -8.5084 -3.5162
H85 -13.9053 -5.3801 6.4388
H86 -16.3392 -5.0537 1.8644
C36 -13.4861 -13.7871 -6.7739
C37 -15.6989 -6.7273 3.9464
C38 -15.9714 -4.8286 6.2087
H87 -19.0662 -8.9066 -3.5322
H88 -11.7518 -6.7725 -8.4341
H89 -15.3326 -6.7914 2.9157
H90 -13.6681 -11.7615 -6.3035
H91 -9.8761 -7.9183 -3.5280
H92 -16.9877 -14.0200 -6.3800
C39 -13.8708 -15.9276 -0.1153
H93 -15.9945 -12.6224 -3.2888
H94 -12.1697 -1.7486 -2.7525
H95 -12.0210 -13.3524 3.3938
O9 -18.1441 -4.3207 5.3671
H96 -19.2474 -14.3998 -1.8800
H97 -12.8885 -10.2370 2.7837
H98 -13.3623 -8.1993 -7.2354
C40 -10.6001 -9.0006 -5.3334
C41 -13.6886 -9.4394 0.9297
H99 -18.8790 -4.9155 5.5564
H100 -14.4413 -10.9486 -1.4732
H101 -13.7453 -8.9441 -2.4257
C42 -13.6165 -2.6285 0.3258
C43 -18.1293 -6.4003 3.4719
C44 -13.3577 -9.3290 2.3944
H102 -18.9858 -5.7313 3.4777
H103 -14.2321 -9.1384 3.0248
H104 -12.6765 -14.5254 -6.7908
C45 -13.6459 -14.1427 -2.5692
H105 -13.3966 -1.0661 -1.7642
C46 -18.2746 -13.9055 -1.9475
N4 -14.3903 -8.2235 0.5007
C47 -9.7326 -6.0139 -6.8596
H106 -17.1340 -3.9880 7.7961
N5 -9.6484 -8.4948 -6.3537
H107 -13.3166 -5.3562 -0.5975
H108 -13.1825 -7.3461 -1.8400
H109 -10.6892 -14.3070 0.5958
C48 -15.3868 -3.4274 6.0184
H110 -13.2726 -2.9678 1.3052
H111 -11.8546 -17.8842 0.7886
C49 -14.9670 -8.1385 -0.8195
N6 -13.0689 -15.7797 2.6066
H112 -13.8175 -18.1056 4.0729
C50 -17.1693 -14.5563 -1.1261
H113 -16.9576 -15.5036 -1.6391
H114 -14.6495 -15.7286 -7.9526
C51 -12.3736 -9.7198 0.1434
C52 -14.7683 -14.4128 -6.2218
H115 -10.4213 -15.0987 2.1985
C53 -10.8181 -4.4650 -1.5144
H116 -14.5824 -15.7369 -0.9245
H117 -16.1196 -9.4752 -2.0653
H118 -16.0738 -7.6772 4.3266
H119 -15.6508 -4.0799 3.2087
H120 -12.6430 -8.5550 2.6957
C54 -12.3909 -7.9424 -6.7984
H121 -13.6327 -2.6754 -2.4944
H122 -14.0326 -11.5570 0.9981
H123 -10.7505 -10.8073 -4.1851
C55 -10.8272 -4.2988 -3.0609
H124 -10.8446 -3.2680 -3.3974
C56 -14.3310 -17.7081 3.1977
H125 -12.1050 -10.7565 0.3586
C57 -11.0493 -15.0481 1.3090
C58 -15.9831 -6.9787 -0.8263
H126 -17.4063 -5.6788 7.6265
O10 -12.3077 -15.9116 3.7892

Its total charge is 0. The calculation puts the calculated total energy at -3366.11667 hartree. The SMILES is CC1(C)CCCC(C)(C)N1O.CC1(C)CCCC(C)(C)N1O.CC1(C)CCCC(C)(C)N1O.CC1(C)CCCC(C)(C)N1O.CC1(C)CCCC(C)(C)N1O.CC1(C)CCCC(C)(C)N1O.OCCO.OCCO. The HOMO-LUMO gap comes out at 0.30245 hartree. Its multiplicity is 1. The value obtained for the largest force on an atom is 2.659 eV Å⁻¹.



4.
DFT (wB97M-V/def2-TZVPD) results for C12H13ClORu as an isolated structure.

Atoms and positions in Å:
O1 0.0867 -1.6101 -0.5099
H1 -2.9216 -1.7745 -2.6143
H2 3.1217 0.4658 1.4158
H3 2.2429 0.3639 3.9987
H4 0.7117 -3.6811 1.1856
C1 -2.4101 -0.8679 -2.9292
C2 1.3649 -2.7945 1.2166
C3 -2.9252 0.4665 -2.8403
H5 1.5719 -2.5658 2.2768
C4 -0.8281 0.5704 -3.8259
Cl1 -0.8113 -1.1878 3.3248
H6 -0.0168 1.8603 4.1697
C5 -1.9463 1.3562 -3.3947
C6 -1.1140 -0.8030 -3.5346
H7 1.3628 2.0229 0.0026
Ru1 0.3280 -0.0908 1.7552
H8 -0.5331 2.9125 1.7504
C7 1.7518 0.8813 3.1753
H9 2.3240 -2.9405 0.6961
H10 -3.8960 0.7522 -2.4448
C8 0.2916 2.2382 1.9826
C9 1.2909 1.7642 1.0610
C10 2.1974 0.8952 1.7938
H11 -0.4687 -1.6511 -3.7526
H12 0.0679 0.9465 -4.3122
C11 0.6289 -1.6517 0.5762
H13 -2.0466 2.4331 -3.4944
C12 0.5748 1.6897 3.2715

Its total charge is -1. The calculation puts the calculated total energy at -1095.19028 hartree. The HOMO-LUMO gap (alpha / beta) comes out at 0.12727 / 0.17943 hartree. Its multiplicity is 6. The value obtained for the largest force on an atom is 3.653 eV Å⁻¹.



5.
DFT (wB97M-V/def2-TZVPD) results for one molecule with the formula C4H8N2O.

Atoms and positions in Å:
H1 -1.8684 2.1146 2.0106
O1 -2.2533 -0.4202 1.2802
C1 1.0583 -1.0097 -2.0910
H2 -0.1397 2.0675 1.5306
H3 1.1860 -1.8790 -1.4345
C2 -1.2887 0.2910 1.0947
H4 0.0467 -1.0293 -2.5141
C3 -0.9716 1.4973 1.9374
H5 -0.6886 -0.8925 -0.4078
N1 1.3070 0.2354 -1.3703
N2 -0.3996 -0.0334 0.0595
H6 -0.7292 1.1587 2.9482
H7 1.7679 -1.0964 -2.9168
C4 0.6493 0.7465 -0.3289
H8 2.0855 0.7885 -1.6912

Its total charge is 0. The calculation puts the calculated total energy at -341.93767 hartree. The HOMO-LUMO gap comes out at 0.35122 hartree. Its multiplicity is 1. The value obtained for the largest force on an atom is 0.425 eV Å⁻¹.



6.
DFT (wB97M-V/def2-TZVPD) results for a 3-piece molecular cluster, C21H43N4O6 overall.

Atoms and positions in Å:
H1 7.5060 0.6651 -2.0667
C1 -4.5792 -2.9928 2.1149
O1 -9.0855 -2.0775 3.6365
C2 -8.0756 -1.0778 3.5709
C3 -1.7304 2.7857 0.9432
H2 6.7615 -1.3902 -3.2360
H3 -8.1794 -5.0775 2.3086
N1 -2.8523 1.9450 -1.4056
H4 0.4608 4.4356 0.3075
H5 -4.1104 -2.8177 1.1403
O2 2.7535 4.8519 1.6178
H6 4.1290 1.7948 -2.8630
C4 -8.9829 -3.0934 2.6362
C5 7.7774 -1.1830 -2.8851
N2 -6.6182 -3.9553 3.1452
H7 -7.2336 -1.3594 4.2058
H8 8.2386 -2.1263 -2.5800
H9 9.5831 -0.3060 -3.7624
H10 -3.7939 1.7628 1.7406
N3 -0.2462 2.2532 -1.3859
H11 3.8813 2.7391 -0.1312
H12 8.6546 -1.3546 -4.8407
H13 4.9163 0.2861 -3.3601
C6 8.5675 -0.5895 -4.0613
H14 1.2365 4.7898 -1.3737
H15 7.0924 -1.6463 -0.3127
H16 -2.5475 -0.7224 1.7287
O3 -4.6502 -1.7183 2.7680
H17 -8.3701 -4.6366 3.9987
H18 -8.4910 -0.1514 3.9708
C7 5.3159 -0.6474 -1.0448
C8 -2.2954 1.5578 -2.7727
H19 -0.6282 2.8152 1.3614
O4 7.8466 0.5048 -4.6432
N4 7.7575 -0.2631 -1.7412
H20 1.8581 2.4344 -1.9135
C9 8.4920 1.7570 -4.4518
C10 2.7325 4.2663 0.4022
H21 5.8791 1.6679 -2.7338
H22 9.5245 1.7250 -4.8122
C11 -8.0472 -4.2564 3.0234
C12 6.8162 -0.6536 -0.6882
H23 -6.5799 -2.7732 1.3850
H24 4.7745 -1.0189 -0.1671
H25 -2.2608 3.8445 1.0401
H26 1.5569 1.7304 -0.1640
H27 0.1002 1.5441 -3.6158
H28 8.4707 2.0459 -3.3980
H29 -8.7408 -2.6604 1.6598
H30 -3.1118 -2.1416 4.1045
H31 7.9470 2.5121 -5.0251
C13 1.1744 2.5319 -0.9417
H32 -0.8814 0.2299 2.5019
H33 -4.1096 -0.7187 4.4690
C14 1.3006 4.0860 -0.4343
C15 4.9470 1.1080 -2.6392
H34 -6.5054 -3.2092 3.8243
H35 -3.9495 -3.7048 2.6606
O5 4.7885 0.6565 -1.2995
C16 -2.6425 1.5634 1.6301
C17 -4.1312 -1.7447 4.0912
H36 -7.7407 -0.8933 2.5462
H37 -2.9267 1.1540 -3.6976
C18 -5.9910 -3.5514 1.8808
H38 5.0701 -1.3367 -1.8596
H39 -9.9913 -3.5112 2.5348
H40 -5.9307 -4.4177 1.2164
O6 3.9494 3.7377 -0.2824
C19 -1.9560 0.2745 2.0104
C20 -0.6678 1.7655 -2.7579
C21 -1.5710 2.3327 -0.6570
H41 -4.7738 -2.3376 4.7469
H42 -3.8479 1.9146 -1.0583
H43 6.9671 0.0467 0.1406

Its total charge is +1. The calculation puts the calculated total energy at -1495.71737 hartree. The HOMO-LUMO gap comes out at 0.23794 hartree. Its multiplicity is 1. The value obtained for the largest force on an atom is 9.509 eV Å⁻¹.